No. 1
20
Properties=species:S:1:pos:R:3 method="wB97M-V/def2-TZVPD" smiles=C1CCNC1.O.O lumo_energy_ev=0.52
C -0.33 0.87 -0.61
C -0.23 2.34 -0.98
C 0.54 2.23 -2.30
N 1.34 1.04 -2.17
C 0.95 0.21 -1.06
H -0.68 0.65 0.40
H -1.13 0.45 -1.25
H -1.19 2.79 -1.18
H 0.35 2.89 -0.25
H 1.14 3.03 -2.73
H -0.24 2.12 -3.09
H 1.78 0.60 -2.96
H 0.78 -0.84 -1.29
H 1.68 0.23 -0.25
O 0.38 -2.04 3.14
H 0.67 -2.93 2.92
H 0.79 -1.85 4.00
O -2.29 -3.26 2.62
H -1.70 -2.61 3.04
H -2.10 -3.22 1.68

---

No. 2
8
Properties=species:S:1:pos:R:3 method="wB97M-V/def2-TZVPD" lumo_energy_ev=3.97 charge=-1
N -2.12 -0.96 -0.31
N -1.37 -1.74 -0.52
O -2.99 -0.21 -0.11
O 0.47 -0.46 0.73
F 2.91 1.71 0.05
S 0.21 1.09 -0.01
H 1.05 -0.93 0.13
H 1.84 1.51 0.04

---

No. 3
97
Properties=species:S:1:pos:R:3 method="wB97M-V/def2-TZVPD" lumo_energy_ev=1.84 charge=-1
Sn 1.63 -1.84 0.00
O -2.22 -0.98 -0.55
C -1.38 -0.30 -1.08
O -0.80 0.73 -0.41
C -1.01 -0.53 -2.51
C -2.08 -0.72 -3.36
C -1.92 -0.70 -4.74
C -0.68 -0.47 -5.31
C 0.40 -0.33 -4.48
C 0.34 -0.51 -3.04
O 1.36 -0.77 -2.37
N 1.69 -0.05 -5.10
O 1.89 -0.49 -6.22
O 2.48 0.64 -4.49
N -3.08 -0.85 -5.59
O -4.17 -1.01 -5.07
O -2.91 -0.80 -6.80
H -3.07 -0.83 -2.94
H -0.56 -0.40 -6.38
Cl 7.57 0.56 3.46
C 5.97 0.27 2.84
C 5.74 0.33 1.48
C 4.46 0.10 1.01
Cl 4.15 0.09 -0.70
C 3.38 -0.19 1.86
O 2.16 -0.37 1.40
C 3.68 -0.27 3.22
Cl 2.40 -0.68 4.32
C 4.95 -0.04 3.72
H 6.54 0.54 0.79
H 5.13 -0.11 4.78
O 0.22 -3.02 1.48
S 0.18 -3.46 2.93
C -0.94 -4.90 2.89
C -2.24 -4.49 3.58
C -2.42 -3.00 3.30
C -1.08 -2.38 3.66
H -0.45 -5.77 3.31
H -1.07 -5.06 1.82
H -2.17 -4.65 4.65
H -3.07 -5.09 3.21
H -3.23 -2.56 3.88
H -2.62 -2.83 2.24
H -0.91 -2.34 4.74
H -0.89 -1.40 3.22
C 4.86 -4.28 -2.07
S 3.07 -4.05 -2.14
C 2.59 -4.99 -0.73
C 2.88 -4.67 0.55
S 3.68 -3.28 1.20
S 2.30 -5.85 1.72
C 1.47 -6.91 0.64
S 0.59 -8.21 1.16
S 1.66 -6.45 -1.00
H 5.28 -3.68 -2.88
H 5.12 -5.33 -2.21
H 5.24 -3.91 -1.12
C 1.15 3.77 -0.71
C -0.27 3.48 -1.22
C -0.10 2.86 -2.61
C -0.97 4.85 -1.41
Si -1.29 2.35 -0.03
C -3.20 2.43 -0.37
C -3.81 3.76 0.13
C -3.50 2.34 -1.87
C -4.00 1.32 0.34
C -0.88 2.73 1.81
C -1.02 4.26 2.04
C 0.55 2.36 2.24
C -1.82 2.03 2.79
H 1.69 4.32 -1.49
H 1.71 2.85 -0.53
H 1.17 4.38 0.19
H 0.42 3.58 -3.25
H -1.04 2.60 -3.09
H 0.53 1.98 -2.55
H -0.34 5.46 -2.07
H -1.10 5.40 -0.48
H -1.94 4.76 -1.89
H -3.35 4.64 -0.30
H -3.79 3.84 1.22
H -4.87 3.76 -0.16
H -3.10 3.18 -2.43
H -4.58 2.34 -2.01
H -3.12 1.42 -2.33
H -3.97 1.42 1.43
H -3.67 0.32 0.08
H -5.05 1.42 0.04
H -0.26 4.82 1.50
H -0.86 4.44 3.10
H -2.00 4.66 1.78
H 1.32 2.85 1.65
H 0.71 1.29 2.18
H 0.68 2.66 3.28
H -2.86 2.32 2.67
H -1.53 2.32 3.81
H -1.75 0.95 2.72

---

No. 4
13
Properties=species:S:1:pos:R:3 method="wB97M-V/def2-TZVPD" smiles="NCCC(=O)O" lumo_energy_ev=0.74
N 0.09 -1.14 1.88
C 0.24 -0.05 0.99
C 0.13 -0.44 -0.49
C 0.08 0.76 -1.46
O 1.04 0.90 -2.19
O -1.09 1.33 -1.81
H -0.57 -1.86 1.65
H 0.15 -0.98 2.87
H -0.53 0.76 1.09
H 1.15 0.52 1.15
H -0.79 -0.96 -0.73
H 0.97 -1.06 -0.81
H -0.88 2.21 -2.14

---

No. 5
14
Properties=species:S:1:pos:R:3 method="wB97M-V/def2-TZVPD" lumo_energy_ev=3.32 charge=-1
C 0.25 0.28 1.86
S 1.96 0.07 1.93
H -0.09 1.28 1.63
H -0.18 -0.10 2.84
H -0.17 -0.49 1.15
C 0.35 -0.66 -2.22
C -1.20 -0.51 -1.95
S -1.80 0.48 -0.73
H 0.66 0.35 -2.48
H 0.82 -1.08 -1.28
H 0.80 -1.30 -2.99
H -1.59 -1.57 -1.91
H -1.52 -0.42 -2.96
H 2.35 -0.16 0.68

---

No. 6
13
Properties=species:S:1:pos:R:3 method="wB97M-V/def2-TZVPD" smiles="CN1C(=O)C=CC1=O" lumo_energy_ev=-1.24
C 1.59 0.10 -1.07
N 0.34 0.06 -0.24
C -0.80 -0.31 -0.69
O -1.11 -0.62 -1.88
C -1.68 -0.20 0.34
C -1.10 0.18 1.52
C 0.32 0.39 1.07
O 1.23 0.75 1.87
H 1.91 -1.13 -0.98
H 1.28 0.55 -1.94
H 2.48 0.61 -0.53
H -2.95 -0.45 0.01
H -1.52 0.09 2.52

---

Number 1: Kohn-Sham gap 8.496 eV. Number 2: Kohn-Sham gap 7.296 eV. Number 3: Kohn-Sham gap 7.360 eV. Number 4: Kohn-Sham gap 9.872 eV. Number 5: Kohn-Sham gap 5.666 eV. Number 6: Kohn-Sham gap 9.296 eV.